84
Properties=species:S:1:pos:R:3:forces:R:3 method="wB97M-V/def2-TZVPD" energy_ev=-201825.1977 total_charge=0 orbital_gap_ev=7.8 smiles="COCCCCCCCCCCC[C@](C[C@@H](C)F)(OC(=O)[PH2]=S)/C(Br)=C(/C)Br.c1cc[nH]c1.c1cc[nH]c1"
C 8.056 -2.707 -1.032 0.0 0.5 0.3
O 7.427 -1.412 -1.270 -0.3 -1.0 1.3
C 6.508 -1.153 -0.165 0.3 0.5 0.2
C 6.272 0.428 0.007 -0.4 -0.8 -0.3
C 4.703 0.747 -0.038 0.5 0.8 -0.5
C 4.309 1.333 -1.474 -1.4 -0.5 0.8
C 2.726 1.684 -1.438 0.4 0.4 -1.3
C 2.506 3.265 -1.362 -0.6 -0.1 0.7
C 0.998 3.714 -1.048 -0.4 -0.8 -0.7
C 0.055 3.209 -2.255 -0.7 0.8 -0.1
C -1.428 2.859 -1.784 0.3 0.5 0.8
C -1.475 1.592 -0.765 0.8 0.3 -1.1
C -2.289 0.353 -1.354 -0.8 0.9 -0.5
C -3.749 0.149 -0.671 1.6 -0.7 0.1
C -4.305 -1.239 -1.234 0.6 -1.0 1.1
C -5.357 -1.982 -0.267 -1.9 -0.2 -2.1
C -6.398 -2.744 -1.250 0.8 -0.7 0.8
F -4.774 -3.004 0.542 -0.3 1.5 -0.8
O -4.488 1.333 -1.079 -2.0 -1.0 -0.7
C -5.829 1.079 -1.419 -1.8 -0.9 1.4
O -6.786 0.927 -0.655 3.1 0.5 -2.0
P -6.220 1.028 -3.298 0.8 2.0 -1.1
S -6.497 2.837 -4.034 -0.1 -0.7 0.5
C -3.697 0.171 0.927 1.4 -1.5 1.2
Br -4.794 1.550 1.877 1.1 -1.3 -0.9
C -2.932 -0.654 1.757 -1.5 1.8 0.0
C -2.930 -0.520 3.362 1.0 -0.3 -0.9
Br -1.742 -2.029 1.007 -0.7 1.0 0.6
H 7.266 -3.458 -0.695 1.1 0.7 -0.6
H 8.799 -2.545 -0.178 -0.8 -0.6 -1.1
H 8.590 -3.040 -1.978 -0.8 0.5 1.3
H 6.956 -1.544 0.810 -0.5 0.3 -1.2
H 5.541 -1.727 -0.384 1.1 0.9 0.4
H 6.816 0.923 -0.864 -0.8 -0.5 1.1
H 6.747 0.820 0.965 -0.6 -0.7 -1.2
H 4.433 1.502 0.782 0.3 -0.9 -1.2
H 4.052 -0.166 0.145 1.0 0.9 -0.1
H 4.444 0.542 -2.292 0.2 1.1 1.2
H 4.926 2.257 -1.706 -0.8 -1.1 0.2
H 2.292 1.285 -2.424 0.4 0.6 1.5
H 2.186 1.126 -0.609 0.7 0.8 -0.8
H 2.777 3.733 -2.375 -0.1 -0.6 1.5
H 3.185 3.645 -0.523 -0.8 -0.3 -1.3
H 0.882 4.846 -0.997 0.4 -1.4 0.0
H 0.590 3.299 -0.056 0.9 0.5 -1.3
H 0.492 2.342 -2.843 -0.4 1.0 0.9
H -0.028 4.097 -2.976 0.2 -1.3 0.8
H -2.121 2.733 -2.674 0.8 0.0 1.0
H -1.816 3.777 -1.209 0.5 -1.3 -0.9
H -0.386 1.244 -0.652 -1.6 0.5 0.2
H -1.857 2.004 0.217 0.4 -1.0 -1.0
H -1.703 -0.619 -1.420 -0.8 1.4 0.5
H -2.536 0.626 -2.446 0.2 -0.5 1.5
H -4.667 -1.192 -2.323 0.4 0.2 1.7
H -3.400 -1.947 -1.278 -1.3 1.1 0.1
H -5.957 -1.262 0.381 1.2 -1.0 -0.6
H -6.662 -2.116 -2.154 0.2 -0.7 1.2
H -5.839 -3.692 -1.579 -0.8 1.4 0.2
H -7.327 -3.104 -0.693 1.2 0.7 -0.8
H -5.040 0.527 -3.975 -0.8 -0.4 0.8
H -7.333 0.169 -3.584 0.7 -0.1 0.7
H -2.452 0.485 3.644 -1.0 -1.3 -0.5
H -2.239 -1.311 3.824 -1.2 1.0 -0.8
H -3.990 -0.616 3.752 1.4 0.2 -0.4
C 0.320 -7.426 1.167 0.2 0.2 -0.1
C -0.938 -7.771 1.722 -0.2 0.0 0.1
C -1.534 -6.607 2.139 0.0 0.0 0.0
N -0.681 -5.573 1.861 0.0 -0.1 0.0
C 0.449 -6.063 1.264 0.1 0.0 0.0
H 1.049 -8.100 0.743 -0.1 0.1 0.0
H -1.360 -8.761 1.805 0.0 0.1 0.0
H -2.488 -6.426 2.609 0.1 0.0 0.0
H -0.858 -4.603 2.064 0.0 -0.1 0.0
H 1.246 -5.401 0.962 0.0 -0.1 0.0
C 2.539 5.309 3.538 -0.2 0.1 0.1
C 3.204 4.346 2.739 0.0 -0.2 -0.1
C 2.384 3.249 2.652 0.0 -0.1 0.0
N 1.250 3.512 3.373 0.0 0.1 0.0
C 1.334 4.768 3.912 0.0 0.0 0.1
H 2.901 6.290 3.808 0.0 -0.1 0.0
H 4.176 4.446 2.278 -0.1 0.0 0.0
H 2.508 2.306 2.142 0.0 0.1 0.0
H 0.475 2.881 3.488 0.1 0.1 0.0
H 0.532 5.166 4.515 0.1 0.0 0.0